1.
{"formula": "C9H4N2O3Ti", "method": "ωB97M-V with the def2-TZVPD basis set", "e_tot_ev": -41615.233, "charge": 2, "largest_force_ev_per_a": 9.781, "homo_ev": [-17.28, -17.37], "multiplicity": 3, "species": ["O", "C", "Ti", "C", "C", "O", "O", "N", "C", "C", "C", "C", "N", "C", "C", "H", "H", "H", "H"], "xyz": [[3.61503, -1.02501, -1.17550], [2.54605, -0.74791, -0.80721], [0.42317, -0.22901, -0.04467], [-0.57333, -0.25057, -1.74425], [0.71772, 1.61800, 0.56878], [-1.04892, -0.26761, -2.81795], [1.00178, 2.71433, 0.88183], [-5.73369, -1.57125, 4.43645], [-4.82483, -1.31939, 3.73096], [-3.69610, -1.02208, 2.86986], [-3.79391, 0.03298, 1.90198], [-2.66259, 0.30382, 1.06281], [-1.46557, -0.40620, 1.12755], [-1.42201, -1.40845, 2.08252], [-2.48071, -1.74123, 2.94583], [-4.73131, 0.60911, 1.82412], [-2.72841, 1.11380, 0.30939], [-0.46870, -1.95876, 2.13022], [-2.41727, -2.55722, 3.69953]]}

***

2.
{"formula": "C3H10N2S", "method": "ωB97M-V with the def2-TZVPD basis set", "e_tot_ev": -17087.384, "charge": -1, "largest_force_ev_per_a": 1.369, "homo_ev": [-1.26, -2.32], "multiplicity": 2, "species": ["C", "C", "S", "H", "H", "H", "H", "H", "N", "C", "N", "H", "H", "H", "H", "H"], "xyz": [[3.67612, -0.70903, -0.21929], [2.20546, -0.37454, -0.38769], [1.36215, 0.11345, 1.16658], [3.86484, -1.41243, 0.58570], [4.19391, 0.22163, 0.04435], [4.18909, -1.02470, -1.14002], [1.69371, -1.14980, -0.97925], [2.05319, 0.49909, -1.03375], [-3.83409, 0.75231, -0.52616], [-3.07463, 0.74131, 0.64429], [-1.85495, 0.09780, 0.68922], [-3.65865, 0.09154, -1.26458], [-4.80977, 0.96668, -0.41933], [-3.27244, 1.38371, 1.48162], [-1.20267, 0.31127, 1.40871], [-1.53126, -0.50830, -0.05042]]}

***

3.
{"formula": "C15H19N5O10", "method": "ωB97M-V with the def2-TZVPD basis set", "e_tot_ev": -43774.088, "largest_force_ev_per_a": 2.043, "homo_ev": -10.05, "multiplicity": 1, "smiles": "O=[N+]([O-])c1ccccc1.O=[N+]([O-])c1ccccc1.C[N+](=O)[O-].C[N+](=O)[O-].C[N+](=O)[O-]", "species": ["O", "N", "O", "C", "C", "C", "C", "C", "C", "H", "H", "H", "H", "H", "O", "N", "O", "C", "C", "C", "C", "C", "C", "H", "H", "H", "H", "H", "C", "N", "O", "O", "H", "H", "H", "C", "N", "O", "O", "H", "H", "H", "C", "N", "O", "O", "H", "H", "H"], "xyz": [[-4.64688, -1.61999, 0.42960], [-5.29410, -0.64429, 0.71023], [-6.49816, -0.56617, 0.69180], [-4.56864, 0.57071, 1.11531], [-5.26197, 1.73166, 1.43324], [-4.62891, 2.83565, 1.97813], [-3.27951, 2.76323, 2.27954], [-2.56434, 1.64450, 1.85902], [-3.20697, 0.52131, 1.37911], [-6.33791, 1.71364, 1.30626], [-5.19559, 3.68587, 2.33323], [-2.72622, 3.61373, 2.65570], [-1.48509, 1.60505, 1.92821], [-2.63714, -0.35457, 1.09095], [-1.65315, -3.22799, -5.39300], [-1.99295, -2.75882, -4.33294], [-2.88047, -3.23403, -3.66052], [-1.28881, -1.61663, -3.79189], [-1.83081, -0.89595, -2.74373], [-1.09683, 0.12030, -2.17768], [0.12183, 0.46663, -2.71624], [0.69418, -0.25753, -3.76319], [-0.01874, -1.30688, -4.30683], [-2.79781, -1.17276, -2.34208], [-1.47709, 0.71358, -1.35588], [0.70251, 1.23915, -2.23087], [1.68880, 0.03242, -4.06726], [0.42050, -1.77778, -5.17574], [7.28532, 0.03369, 3.06171], [6.31718, 0.88595, 3.80333], [6.73321, 1.39150, 4.82381], [5.21120, 1.04615, 3.34169], [7.19521, -0.97698, 3.45342], [8.25654, 0.48724, 3.21224], [6.99538, -0.01025, 2.01636], [1.81788, 1.96337, 2.11625], [1.51518, 1.42679, 0.75588], [2.19426, 0.48518, 0.38158], [0.56222, 1.86595, 0.14613], [0.98399, 1.83700, 2.79770], [2.32885, 2.91312, 2.01465], [2.55025, 1.23939, 2.47778], [0.98757, -2.30210, -0.68233], [1.86970, -3.10327, -1.56659], [1.70982, -4.29915, -1.55824], [2.61933, -2.52621, -2.31038], [0.35489, -1.65244, -1.27533], [1.74707, -1.65524, -0.23971], [0.50523, -2.87369, 0.09758]]}

***

4.
{"formula": "C24H21N4O2", "method": "ωB97M-V with the def2-TZVPD basis set", "e_tot_ev": -35272.483, "charge": 1, "largest_force_ev_per_a": 4.352, "homo_ev": -10.84, "multiplicity": 1, "species": ["C", "N", "C", "C", "C", "C", "C", "C", "C", "C", "C", "C", "C", "C", "C", "C", "C", "C", "H", "H", "H", "H", "H", "H", "H", "H", "H", "H", "H", "H", "H", "H", "H", "H", "C", "N", "N", "C", "C", "C", "C", "N", "O", "O", "C", "C", "H", "H", "H", "H", "H"], "xyz": [[-2.43964, 4.35116, 1.98488], [-2.27594, 2.92052, 2.06340], [-2.86906, 2.02212, 1.23036], [-2.55781, 0.71326, 1.65964], [-3.06906, -0.44730, 1.07894], [-2.51580, -1.73717, 1.35732], [-1.11125, -1.89252, 1.51345], [-0.58685, -3.08638, 1.96708], [-1.42508, -4.16542, 2.23859], [-0.82196, -5.38130, 2.86892], [-2.79262, -4.06915, 1.94713], [-3.32160, -2.89705, 1.43475], [-1.72752, 0.86377, 2.87199], [-1.30800, 0.03199, 3.89588], [-0.69689, 0.59315, 5.03672], [-0.54856, 1.98710, 5.19468], [-0.99227, 2.84500, 4.17745], [-1.55402, 2.25991, 3.05515], [-1.90670, 4.79090, 2.82886], [-2.02443, 4.72719, 1.04058], [-3.50348, 4.62786, 2.03503], [-3.37412, 2.30933, 0.31896], [-4.05990, -0.35442, 0.63505], [-0.44671, -1.05479, 1.31386], [0.47787, -3.18347, 2.16537], [-1.56922, -6.16642, 3.03416], [0.02347, -5.78834, 2.29004], [-0.41693, -5.08939, 3.85172], [-3.43093, -4.93787, 2.11372], [-4.36991, -2.83240, 1.12009], [-1.43872, -1.04832, 3.79265], [-0.34362, -0.07640, 5.82880], [-0.12616, 2.40354, 6.12110], [-0.93704, 3.92558, 4.28345], [-3.23326, -0.79484, -1.77700], [-2.78242, 0.45924, -1.89581], [-2.39939, 1.55437, -1.75006], [-3.06723, -1.67420, -2.88344], [-3.77701, -2.90606, -2.88808], [-3.62989, -3.81505, -3.91515], [-2.77915, -3.48498, -4.98697], [-2.57620, -4.47602, -5.98906], [-1.78246, -4.26616, -6.93384], [-3.21943, -5.55238, -5.87458], [-2.12790, -2.22791, -5.05644], [-2.24723, -1.33448, -4.00698], [-3.98430, -1.09333, -1.03076], [-4.43166, -3.13588, -2.03583], [-4.12252, -4.79256, -3.90365], [-1.51692, -2.01145, -5.92743], [-1.69795, -0.38546, -4.01966]]}

***

5.
{"formula": "C2H4N4O", "method": "ωB97M-V with the def2-TZVPD basis set", "e_tot_ev": -10146.878, "largest_force_ev_per_a": 0.370, "homo_ev": -8.85, "multiplicity": 1, "smiles": "Nc1n[nH]c(O)n1", "species": ["N", "C", "N", "N", "C", "O", "N", "H", "H", "H", "H"], "xyz": [[2.16868, 0.46520, 0.10604], [0.84436, 0.04001, 0.02812], [0.48231, -1.22627, 0.05289], [-0.88427, -1.12598, 0.05677], [-1.23060, 0.16508, 0.00794], [-2.50999, 0.54725, 0.01682], [-0.18040, 0.94595, -0.01503], [2.78670, -0.28521, 0.37643], [2.49398, 0.89963, -0.74807], [-1.47481, -1.94124, 0.06972], [-2.49593, 1.51558, 0.04837]]}

***

6.
{"formula": "C12H28BCaCl3F3LiMgN2O11S", "method": "ωB97M-V with the def2-TZVPD basis set", "e_tot_ev": -119703.529, "largest_force_ev_per_a": 4.620, "homo_ev": -5.84, "multiplicity": 1, "species": ["O", "S", "O", "F", "N", "C", "C", "F", "B", "O", "O", "H", "H", "H", "H", "H", "H", "Li", "C", "O", "C", "C", "O", "C", "C", "O", "C", "H", "H", "H", "H", "H", "H", "H", "H", "H", "H", "H", "H", "H", "H", "C", "O", "O", "O", "Mg", "Cl", "Ca", "Cl", "Cl", "F", "C", "C", "O", "N", "C", "H", "H", "H", "H", "H", "H", "H", "H"], "xyz": [[2.37708, 0.34326, 1.64939], [3.75485, 0.59385, 1.59117], [4.47341, -0.19910, 2.46193], [4.11273, 2.06981, 2.07138], [4.18350, 0.34052, 0.03319], [5.39473, 1.07521, -0.39602], [6.46866, 0.02583, -0.64974], [7.61342, 0.60441, -0.96317], [3.04514, 0.48694, -0.75148], [2.29337, -0.67785, -1.07818], [2.57375, 1.68183, -1.27908], [5.25758, 1.59073, -1.33224], [5.77864, 1.76699, 0.32829], [6.09573, -0.60901, -1.44648], [6.52287, -0.57664, 0.23735], [2.87389, -1.09914, -1.71552], [1.61596, 1.78515, -1.01844], [2.96969, -2.63187, -1.36439], [-4.35596, 2.46650, -4.76860], [-3.92340, 1.71614, -3.65492], [-4.78067, 0.63867, -3.37766], [-4.14650, -0.31400, -2.39158], [-3.25238, -1.21779, -3.00634], [-1.98915, -0.69112, -3.36609], [-1.06430, -0.51349, -2.18581], [-1.34487, 0.69637, -1.51938], [-0.68421, 0.77234, -0.23431], [-5.36187, 2.87126, -4.60418], [-3.66399, 3.29385, -4.90254], [-4.34823, 1.85179, -5.67676], [-5.01957, 0.09877, -4.30898], [-5.73029, 1.04935, -2.93526], [-4.93795, -0.93758, -1.96902], [-3.67438, 0.22035, -1.56529], [-2.09312, 0.23490, -3.93779], [-1.55072, -1.43909, -4.03128], [-0.01706, -0.47787, -2.54385], [-1.17958, -1.35744, -1.49503], [-1.04848, -0.02227, 0.43245], [-0.91338, 1.76078, 0.23140], [0.37900, 0.67479, -0.36627], [-4.65337, -4.24676, -3.81730], [-5.81257, -3.84047, -3.85247], [-4.15477, -4.91815, -2.87465], [-3.78750, -4.06334, -4.71699], [-7.64266, 0.82391, -3.86260], [4.01329, -2.14706, 1.13495], [1.15976, 2.46353, -2.60378], [0.93188, -1.31423, 2.31746], [0.70707, 2.52408, 1.01248], [9.95912, 0.67713, -0.57305], [-1.59392, -0.09332, 7.76163], [-0.48066, -0.83902, 7.11315], [0.17287, -1.68748, 7.59930], [-0.21487, -0.56869, 5.63734], [1.13904, 0.03918, 5.38471], [-1.54027, -0.24167, 8.83320], [-1.51678, 0.97417, 7.54596], [-2.54760, -0.47085, 7.38782], [-0.95778, -0.01310, 5.21507], [-0.17146, -1.50745, 5.21567], [1.21305, 0.99650, 5.89383], [1.17145, 0.15439, 4.32222], [1.90270, -0.64741, 5.72523]]}

***

7.
{"formula": "C20H34ClN2O4", "method": "ωB97M-V with the def2-TZVPD basis set", "e_tot_ev": -44963.961, "charge": 1, "largest_force_ev_per_a": 11.766, "homo_ev": -8.27, "multiplicity": 1, "species": ["C", "N", "C", "C", "C", "C", "C", "C", "C", "C", "N", "C", "C", "C", "H", "H", "H", "H", "H", "H", "H", "H", "H", "H", "H", "H", "H", "H", "Cl", "C", "O", "C", "C", "O", "C", "H", "H", "H", "H", "H", "H", "H", "H", "H", "H", "C", "O", "C", "C", "O", "C", "H", "H", "H", "H", "H", "H", "H", "H", "H", "H"], "xyz": [[-0.16290, 3.36162, 4.70935], [0.57794, 3.28554, 3.51053], [1.04989, 4.52907, 2.99220], [1.53010, 4.52323, 1.69265], [1.52314, 3.26256, 0.88450], [0.99123, 2.04155, 1.53288], [0.59464, 2.10192, 2.85509], [2.07915, 3.25201, -0.50903], [1.95171, 4.43400, -1.39004], [2.31045, 4.26779, -2.71667], [2.67493, 2.93565, -3.14005], [3.00038, 1.96629, -2.26797], [2.72667, 2.02710, -0.96855], [2.94050, 2.76477, -4.62003], [-0.29992, 2.47043, 5.23955], [-1.19336, 3.53245, 4.42604], [-0.01770, 4.10307, 5.38925], [0.73482, 5.54484, 3.63347], [1.87755, 5.65094, 1.50237], [1.00426, 1.07476, 0.97524], [0.16737, 1.25810, 3.30518], [1.56930, 5.42596, -0.95501], [2.11086, 5.15247, -3.25410], [3.40895, 1.03546, -2.75983], [3.09453, 1.26853, -0.27771], [2.71836, 3.58267, -5.26270], [2.28880, 1.94029, -4.87790], [3.96331, 2.60567, -4.84849], [1.38154, -1.33590, -0.46236], [-3.36592, 0.03626, 0.55084], [-2.29018, 0.17639, -0.34128], [-2.01595, -0.96808, -1.10913], [-0.90366, -0.67623, -1.84574], [-0.69176, -1.69524, -2.77430], [0.55189, -1.54352, -3.54012], [-3.44733, -0.61334, 1.37773], [-4.20077, -0.32167, 0.14606], [-3.61101, 0.97195, 0.97639], [-2.76910, -0.98542, -1.72653], [-1.89709, -2.00766, -0.62651], [0.08399, -0.46079, -1.04587], [-1.01539, 0.31676, -2.57334], [0.80308, -0.53635, -4.16589], [0.81580, -2.45608, -4.35287], [1.40329, -1.58362, -2.85672], [-0.12313, -4.47128, -1.29541], [-0.29915, -4.96064, 0.02906], [-1.56213, -4.52355, 0.52478], [-1.59832, -4.98226, 1.76380], [-2.67026, -4.42817, 2.55146], [-2.83627, -5.03577, 3.80454], [-1.00494, -4.97070, -1.85275], [0.80105, -4.62269, -1.88992], [-0.19732, -3.22614, -1.29208], [-2.23136, -4.79804, -0.00580], [-1.59285, -3.29293, 0.60128], [-0.59650, -4.58093, 2.08051], [-1.56967, -6.09782, 1.92490], [-2.92845, -6.10486, 3.85063], [-3.74256, -4.77675, 4.37169], [-1.89452, -4.84366, 4.40271]]}